[1]
# C38H113N3O17

A 17-piece molecular cluster, C38H113N3O17 overall at a distorted geometry (ωB97M-V with the def2-TZVPD basis set, the OMol25 dataset).

Structure (XYZ):
```
171
Properties=species:S:1:pos:R:3:forces:R:3
C 17.0654 2.2085 22.4098 -0.03 0.29 1.58
C 16.2819 1.7134 21.2352 -0.05 0.89 -0.75
C 15.2094 2.7117 20.7679 -0.57 0.05 1.16
O 17.1932 1.6072 20.1955 1.63 -0.57 -1.53
H 17.9263 1.6156 22.7189 -0.16 -0.55 -0.44
H 16.3942 2.2082 23.2686 -0.01 0.22 0.22
H 17.4941 3.2071 22.3252 -0.40 0.20 -0.47
H 15.8926 0.7157 21.4385 -0.48 0.07 0.29
H 14.5217 2.3048 20.0266 0.06 -0.16 0.07
H 15.5943 3.6538 20.3776 0.62 -0.31 -0.15
H 14.6500 3.0374 21.6449 -0.50 -0.17 0.03
H 16.9412 0.9247 19.5691 -0.11 0.05 -0.03
C 16.3342 -5.1954 28.6292 -0.68 -0.80 0.35
C 16.1599 -3.7010 28.7042 0.41 -1.11 -0.92
C 15.0958 -3.1972 27.7982 -0.40 -0.19 -1.42
O 15.7607 -3.3927 29.9963 0.47 0.46 1.35
H 17.1671 -5.5648 29.2274 0.03 0.21 0.06
H 16.4434 -5.5996 27.6229 0.07 0.31 -0.11
H 15.4198 -5.6156 29.0480 -0.05 -0.34 0.03
H 17.1390 -3.3282 28.4035 0.16 0.85 0.27
H 14.1140 -3.6089 28.0318 0.01 0.04 0.42
H 15.2834 -3.5484 26.7835 0.13 0.38 -0.27
H 15.0492 -2.1084 27.8202 -0.08 0.06 -0.14
H 15.5562 -2.4549 29.9810 -0.08 0.13 0.38
C 17.6109 -2.4860 12.9646 0.08 -0.11 0.66
C 16.8331 -1.4862 13.8385 -0.06 -0.74 -0.99
C 15.4790 -1.1756 13.2415 0.73 -0.01 -0.11
O 16.7216 -1.9995 15.1534 0.32 0.60 0.28
H 18.5792 -2.6856 13.4234 0.37 0.53 -0.35
H 17.6612 -2.1817 11.9191 0.28 0.03 0.10
H 17.1872 -3.4894 13.0074 -0.70 0.02 -0.13
H 17.3341 -0.5187 13.8070 0.53 -0.16 0.82
H 14.9813 -0.4776 13.9148 -0.45 -0.30 -0.16
H 14.9729 -2.1192 13.0379 -0.54 0.25 0.09
H 15.7138 -0.6682 12.3058 -0.48 0.02 -0.21
H 16.3023 -2.8605 15.0858 -0.10 -0.15 0.03
C 24.4110 -7.6971 16.3015 -0.89 -0.64 -0.66
C 23.9815 -6.2844 15.8586 0.67 -0.69 2.14
C 23.0140 -5.6035 16.8228 -0.81 -1.26 -0.40
O 25.1674 -5.5294 15.9524 0.98 1.19 -1.75
H 25.1702 -7.6832 17.0835 -0.21 0.18 0.18
H 24.8380 -8.2538 15.4673 0.24 0.21 -0.13
H 23.5730 -8.3224 16.6094 -0.15 0.09 0.30
H 23.5760 -6.3496 14.8489 0.47 0.54 -0.15
H 23.2179 -6.0062 17.8149 0.24 0.61 0.31
H 21.9976 -5.9470 16.6302 -0.26 0.19 -0.12
H 23.0676 -4.5192 16.7259 0.05 -0.17 0.22
H 25.6066 -5.6434 16.7984 -0.33 -0.25 0.07
C 19.6263 -11.0082 11.9224 1.28 0.53 0.21
C 18.3398 -10.5391 11.3107 0.17 -0.70 0.23
C 18.4914 -9.7702 10.0031 -0.11 -0.48 -0.37
O 17.5886 -11.7284 11.0903 -0.78 0.15 -0.56
H 19.5644 -11.5064 12.8899 -0.68 -0.04 0.11
H 20.2673 -10.1514 12.1299 0.36 0.00 -0.24
H 20.1183 -11.7309 11.2713 0.16 0.24 -0.23
H 17.8251 -9.9057 12.0332 -0.20 0.20 0.06
H 18.7635 -10.3917 9.1499 0.15 -0.54 0.25
H 19.2861 -9.0253 10.0438 -0.33 0.30 0.30
H 17.5270 -9.3617 9.7013 0.10 0.42 0.22
H 17.6900 -12.2749 11.8730 -0.11 -0.07 0.03
C 24.6524 1.0109 22.0744 0.75 -0.37 -1.15
C 25.6574 1.3623 20.9211 -1.58 0.37 1.66
C 25.4281 0.4976 19.6901 0.85 0.05 -0.41
O 25.5257 2.7820 20.6870 0.77 -0.70 -0.38
H 23.6352 1.2263 21.7471 -0.15 -0.21 -0.05
H 24.8214 1.5528 23.0048 0.30 -0.01 -0.16
H 24.7989 -0.0607 22.2095 -0.48 -0.07 0.45
H 26.6342 1.1575 21.3592 0.29 0.41 -0.40
H 25.5912 -0.5677 19.8535 -0.53 -0.11 0.63
H 26.2263 0.6554 18.9648 -0.12 0.66 -0.24
H 24.4652 0.6699 19.2093 -0.02 -0.02 0.11
H 24.5859 2.9761 20.6585 -0.10 0.01 -0.05
C 18.1752 -8.9758 19.4016 1.39 -0.44 -0.11
C 17.2695 -8.5663 20.5504 -0.66 0.85 -0.88
C 17.4979 -7.1028 20.9669 -0.04 0.71 0.46
O 18.7953 -6.8760 21.3890 2.63 -0.24 0.21
C 19.0900 -5.4989 21.6288 -0.35 -1.21 0.05
N 15.9109 -8.7253 20.0142 0.11 0.60 -0.12
H 19.2224 -8.7261 19.5724 0.03 0.04 0.35
H 17.9687 -8.5557 18.4173 -0.64 0.49 0.29
H 18.1767 -10.0499 19.2159 -0.22 -0.22 0.30
H 17.3486 -9.2048 21.4302 0.75 -0.02 0.10
H 16.9553 -6.7918 21.8596 -1.35 -0.33 -0.12
H 17.3518 -6.3410 20.2012 -0.91 -0.43 -0.70
H 18.4080 -5.1481 22.4033 -0.03 0.40 0.11
H 18.9634 -4.9186 20.7148 0.00 0.17 -0.08
H 20.1188 -5.4442 21.9847 -0.12 0.02 -0.08
H 15.8580 -9.6679 19.6554 -0.52 -0.04 0.11
H 15.1987 -8.5362 20.7049 -0.11 -0.33 0.07
C 25.5711 -9.7634 23.6562 0.91 -1.18 -0.29
C 25.0762 -10.5247 24.9223 0.91 1.89 -2.31
C 26.1624 -10.6020 25.9880 0.06 -2.28 0.61
O 27.3083 -11.4072 25.5221 -1.51 1.05 -0.73
C 28.1808 -11.8883 26.5228 -0.63 1.18 0.08
N 23.8837 -9.7827 25.3136 -0.44 -0.89 1.39
H 26.0751 -8.8278 23.8986 -0.03 0.01 0.11
H 24.7777 -9.5596 22.9371 -0.31 0.05 0.27
H 26.2512 -10.4047 23.0957 0.45 0.15 0.01
H 24.8494 -11.5395 24.5954 -0.28 -0.07 0.33
H 25.6991 -11.1992 26.7734 -0.06 -0.07 0.47
H 26.4128 -9.6628 26.4813 0.48 0.36 -0.52
H 28.4985 -11.0023 27.0726 0.61 -0.14 0.37
H 29.0202 -12.3725 26.0237 -0.14 0.00 0.14
H 27.6716 -12.5439 27.2292 -0.01 -0.33 -0.03
H 24.1206 -8.9404 25.8181 0.01 0.13 -0.06
H 23.3753 -9.5326 24.4775 -0.03 0.12 0.17
C 17.6544 -19.0836 13.6197 0.62 -0.91 -0.19
C 16.5559 -18.6698 14.5365 -1.25 1.01 -0.32
C 16.1512 -19.6090 15.6671 0.50 0.21 -1.00
O 15.8716 -20.9179 15.1579 -0.13 1.59 0.54
C 15.3682 -21.6745 16.2205 0.18 -0.95 -0.13
N 16.8280 -17.2837 14.9622 0.40 -0.78 0.58
H 17.8395 -18.2741 12.9137 -0.21 -0.31 -0.28
H 17.3805 -20.0386 13.1713 -0.02 0.20 -0.51
H 18.6195 -19.2990 14.0783 0.04 0.20 0.57
H 15.6607 -18.5694 13.9228 -0.16 -0.23 -0.26
H 15.2614 -19.1713 16.1198 -0.26 -0.12 0.20
H 16.9339 -19.6211 16.4256 0.27 -0.31 0.25
H 14.5953 -21.1955 16.8215 -0.29 0.34 -0.27
H 16.1825 -21.8884 16.9127 0.09 -0.41 0.17
H 14.9654 -22.5768 15.7603 0.06 -0.16 0.38
H 16.1224 -16.9509 15.6038 -0.39 0.09 0.04
H 17.6467 -17.3962 15.5429 0.52 0.56 0.22
C 19.5463 -13.7419 26.4392 1.52 -0.36 -1.74
O 19.3513 -12.5553 27.1444 -1.18 0.24 0.94
H 19.3857 -14.7129 26.9076 0.00 0.54 1.09
H 18.9885 -13.8594 25.5101 -0.51 0.60 -0.15
H 20.5846 -13.6628 26.1168 0.25 -0.93 -0.17
H 19.9613 -11.8995 26.7989 -0.08 -0.08 0.04
C 11.0250 -7.0115 24.3009 1.23 -0.58 0.54
O 11.4224 -8.2651 23.7855 -0.38 -1.12 -0.65
H 10.0067 -6.7661 23.9995 0.24 0.10 -0.09
H 11.1115 -7.1110 25.3829 -0.43 0.68 0.18
H 11.8133 -6.3479 23.9453 -0.61 0.91 0.11
H 11.9563 -8.7177 24.4425 -0.05 0.00 -0.08
C 13.8185 -14.8450 19.9639 -0.01 0.03 0.20
O 13.4451 -14.5912 18.6078 0.18 -0.19 0.60
H 14.8582 -14.5725 20.1451 -0.06 0.21 -0.32
H 13.1833 -14.2781 20.6446 0.09 0.15 0.11
H 13.7303 -15.8924 20.2525 -0.12 -0.24 -0.23
H 12.4857 -14.5662 18.6317 -0.06 0.03 -0.36
C 7.3926 -9.7034 19.3208 -0.21 -0.32 0.60
O 7.8950 -10.5747 20.3631 -0.24 0.53 -0.70
H 6.3098 -9.5984 19.3886 -0.16 -0.19 0.16
H 7.7785 -8.6873 19.4025 0.36 -0.11 -0.16
H 7.6011 -10.1457 18.3466 0.28 0.10 0.11
H 8.2900 -10.0275 21.0459 -0.02 -0.02 0.01
C 13.3894 -12.3940 27.7869 -0.27 -1.89 0.55
O 14.1009 -11.6171 26.8929 0.65 1.14 -0.35
H 12.3313 -12.1329 27.8073 0.16 0.17 0.06
H 13.4916 -13.4372 27.4879 -0.51 -0.36 -0.31
H 13.8175 -12.4621 28.7870 -0.14 0.80 0.31
H 14.9954 -11.5602 27.2366 0.12 0.16 -0.28
C 24.6421 -3.4407 27.5412 0.19 -1.40 0.19
O 23.4699 -4.2094 27.8823 0.20 1.01 -0.07
H 24.9457 -3.7980 26.5572 0.03 0.32 0.00
H 24.5637 -2.3539 27.5694 -0.47 -0.02 -0.07
H 25.3955 -3.7586 28.2619 0.49 0.31 -0.16
H 23.3652 -4.0345 28.8204 -0.43 -0.23 0.10
C 22.1949 -16.1588 19.7898 1.11 -0.42 0.33
O 20.8482 -16.4026 19.4983 -0.45 0.27 -0.19
H 22.8338 -17.0013 19.5250 0.03 -0.23 -0.33
H 22.5838 -15.2988 19.2446 -0.46 0.05 -0.05
H 22.4080 -16.0149 20.8490 -0.31 0.33 0.23
H 20.5189 -17.0998 20.0703 0.07 -0.01 0.01
C 12.4905 -5.1106 17.4090 1.23 -0.26 0.69
O 13.6107 -5.7985 16.7607 -1.43 0.79 -0.06
H 12.1129 -4.2461 16.8629 0.32 -0.39 -0.58
H 11.6590 -5.7608 17.6809 0.02 -0.21 -0.34
H 12.8869 -4.7048 18.3397 -0.14 0.11 0.23
H 13.7530 -6.6140 17.2468 0.04 -0.04 0.07
```
Forces are in eV/Å.

Results
LUMO ... 0.044 eV
Calculated total energy ... -80506.102 eV
Energy above the lowest of the compared OMol25 structures with the same formula, charge and spin ... 137.1 kcal/mol
HOMO level ... -9.2 eV
Orbital gap ... 9.2 eV


[2]
# C38H23F12N4O4PPdSb

C38H23F12N4O4PPdSb as an isolated structure (ωB97M-V with the def2-TZVPD basis set, the OMol25 dataset).

Structure (XYZ):
```
84
Properties=species:S:1:pos:R:3:forces:R:3
Pd -0.3810 0.1398 0.6464 -0.68 -0.07 0.11
O 0.4557 -2.2494 2.9285 -0.04 0.09 -0.07
C 0.0354 -1.2343 3.4563 0.10 0.00 0.12
N -0.5877 -0.1657 2.8615 0.26 -0.13 0.10
C -0.9768 0.7105 3.8393 -0.06 0.04 -0.01
O -1.6388 1.7279 3.7145 0.01 0.02 -0.02
C -0.4923 0.2099 5.1848 -0.13 0.09 -0.12
C -0.5977 0.7373 6.4535 0.02 -0.02 0.06
C -0.0385 0.0023 7.4992 0.02 -0.04 -0.06
C 0.5906 -1.2196 7.2595 -0.04 0.06 -0.03
C 0.6773 -1.7392 5.9682 0.00 -0.02 0.07
C 0.1248 -0.9936 4.9499 0.02 -0.12 -0.18
H -1.0920 1.6862 6.6205 0.00 0.00 0.00
H -0.0901 0.3827 8.5126 0.00 0.00 0.01
H 1.0179 -1.7690 8.0901 0.00 0.01 0.01
H 1.1582 -2.6878 5.7639 0.00 0.01 0.00
F 2.1954 0.5272 -0.6906 0.12 0.04 -0.04
P 3.5341 0.4521 0.2439 0.02 0.34 -0.34
F 4.3104 -0.3221 -0.9372 0.03 -0.10 -0.02
F 3.0290 -0.9425 0.8615 0.03 -0.07 0.09
F 4.0296 1.8841 -0.4113 -0.10 0.01 0.05
F 2.7475 1.2761 1.3857 0.00 0.06 0.19
F 4.8669 0.4255 1.1568 -0.04 -0.06 0.04
N 4.4028 8.9836 -2.9184 -0.03 -0.03 0.02
C 3.7338 8.1790 -2.4398 -0.18 -0.22 0.11
C 2.8831 7.1791 -1.8293 0.32 0.33 -0.20
C 1.5854 7.5154 -1.4645 -0.21 -0.02 0.07
C 0.7710 6.5704 -0.8669 0.04 0.10 -0.04
C 1.2614 5.2923 -0.6166 -0.09 -0.13 0.11
C 2.5601 4.9486 -0.9859 0.04 0.08 -0.05
C 3.3631 5.8936 -1.5982 0.02 -0.18 0.03
N 0.4436 4.3431 0.0204 0.07 -0.04 0.00
C -0.5478 4.5772 0.9701 0.08 0.05 -0.22
C -1.0358 3.3609 1.3039 -0.07 -0.18 -0.01
N -0.3799 2.3809 0.5832 0.13 0.13 0.25
C 0.4992 2.9900 -0.1589 -0.10 0.08 -0.10
H 1.2117 8.5112 -1.6631 0.00 -0.01 0.01
H -0.2516 6.8128 -0.6114 0.02 0.00 0.01
H 2.9431 3.9589 -0.7758 0.06 -0.08 0.03
H 4.3734 5.6338 -1.8844 -0.01 0.00 0.01
H -0.7787 5.5653 1.3237 0.02 0.01 0.01
H -1.7845 3.0956 2.0293 0.04 0.00 -0.01
H 1.1611 2.5093 -0.8585 0.08 -0.06 0.01
F 0.7276 -8.3068 1.5608 -0.01 0.01 -0.01
C 0.5048 -7.0257 1.1527 0.02 -0.04 0.03
C -0.4226 -6.7971 0.1621 -0.02 0.05 -0.04
C -0.6426 -5.4845 -0.2473 0.04 0.03 0.00
C 0.0472 -4.4164 0.3245 0.03 -0.02 0.12
C 0.9758 -4.7026 1.3298 0.00 0.08 -0.03
C 1.2157 -6.0057 1.7472 -0.01 0.01 -0.02
Sb -0.2216 -2.3599 -0.3228 0.29 -0.25 -0.27
C -1.6998 -2.9160 -1.7920 -0.16 0.03 0.08
C -1.4279 -3.1538 -3.1360 0.02 -0.03 -0.01
C -2.4356 -3.5037 -4.0281 0.02 -0.01 0.02
C -3.7243 -3.6129 -3.5548 -0.02 0.00 -0.01
F -4.7179 -3.9467 -4.4218 0.01 -0.02 -0.01
C -4.0441 -3.3967 -2.2323 0.03 0.01 0.03
C -3.0195 -3.0485 -1.3613 -0.03 -0.02 0.07
C 1.4301 -2.4156 -1.6944 -0.02 0.07 -0.08
C 2.4585 -3.3462 -1.6146 -0.03 -0.08 0.02
C 3.5122 -3.3337 -2.5222 -0.04 -0.02 0.04
C 3.5118 -2.3722 -3.5058 0.03 0.04 -0.05
F 4.5365 -2.3575 -4.4025 0.00 0.00 0.00
C 2.5207 -1.4202 -3.6145 0.00 -0.05 0.05
C 1.4820 -1.4422 -2.6948 0.01 0.02 -0.01
H -0.9551 -7.6279 -0.2826 -0.01 0.00 0.00
H -1.3642 -5.3082 -1.0350 -0.01 0.02 -0.01
H 1.5147 -3.8951 1.8071 -0.01 0.01 0.01
H 1.9345 -6.2291 2.5246 0.00 0.01 0.00
H -0.4156 -3.0730 -3.5100 0.04 0.05 0.02
H -2.2283 -3.6846 -5.0745 0.00 0.02 -0.01
H -5.0701 -3.4840 -1.9003 0.00 0.00 0.00
H -3.2692 -2.8777 -0.3186 0.01 0.05 -0.04
H 2.4580 -4.1002 -0.8364 -0.02 0.00 -0.01
H 4.3225 -4.0483 -2.4643 0.01 0.01 0.01
H 2.5780 -0.6635 -4.3854 -0.01 0.00 0.00
H 0.7108 -0.6806 -2.7449 0.03 -0.03 0.00
F -3.1262 1.9462 -0.6336 -0.05 0.01 0.06
C -3.2023 0.7923 -1.3328 -0.15 0.07 0.09
F -3.3235 -0.2073 -0.4399 -0.03 0.03 0.09
F -4.3617 0.8353 -2.0121 -0.07 -0.02 0.01
C -1.9717 0.6372 -2.2607 0.14 0.01 -0.67
O -2.1683 0.9095 -3.4427 -0.03 0.00 0.08
O -0.9084 0.2714 -1.7039 0.19 -0.01 0.45
```
Forces are in eV/Å.

Results
LUMO (spin up / spin down) ... 3.756 / 3.755 eV
Calculated total energy ... -105857.169 eV
Energy above the lowest of the compared OMol25 structures with the same formula, charge and spin ... 0.0 kcal/mol
Spin multiplicity ... 2
HOMO level (spin up / spin down) ... -2.5 / -3.3 eV
Charge ... -2
Orbital gap (spin up / spin down) ... 6.2 / 7.0 eV